1.
Entry from the OMol25 dataset: a molecular structure, C16H32I2NOP2PmSi (the ωB97M-V functional and the def2-TZVPD basis).

## Properties
LUMO energy (spin up / spin down) in eV: -7.7 / -7.5
Total charge: +2
Kohn-Sham gap (spin up / spin down) in eV: 6.32 / 6.46
Multiplicity: 5

```
56
Properties=species:S:1:pos:R:3:forces:R:3:mulliken_spin:R:1
I -2.521 4.678 0.450 0.2 0.0 -0.9 0.000
I -1.640 4.271 -2.108 -0.3 0.1 0.8 0.000
Pm 0.635 -1.127 -0.717 0.8 -2.3 0.4 4.073
P 2.368 0.887 0.497 1.5 0.8 0.7 -0.014
C 2.092 2.700 0.497 -0.2 -0.1 -0.2 -0.002
C 3.025 0.676 2.199 -0.3 -0.3 0.0 -0.002
H 3.963 1.238 2.321 -0.4 0.0 -0.1 -0.001
H 4.680 1.366 -0.106 -0.2 0.0 -0.2 0.000
H 3.226 -0.381 2.385 0.0 0.1 0.0 0.001
H 4.223 -0.302 -0.506 0.0 0.1 0.0 -0.001
H 1.336 2.971 1.237 0.2 0.0 0.0 0.000
H 2.270 1.026 2.917 0.3 -0.1 -0.1 0.000
C 3.881 0.735 -0.513 -0.1 -0.1 -0.3 0.001
H 3.036 3.203 0.737 -0.2 -0.1 -0.1 0.000
H 3.648 1.021 -1.548 0.3 0.1 0.2 0.000
H 1.727 3.035 -0.476 0.1 0.1 0.0 0.000
P -2.273 -1.023 -0.585 -1.7 -0.7 -0.3 -0.008
C -3.546 0.270 -0.867 0.3 0.4 -0.1 -0.001
C -2.397 -2.036 -2.122 0.0 0.2 -0.3 0.002
H -2.393 -2.689 1.198 -0.1 0.1 0.0 0.000
H -3.896 -2.698 0.235 0.3 0.4 0.1 0.000
H -3.582 -1.394 1.442 0.2 -0.3 -0.4 0.000
C -3.119 -2.054 0.685 0.2 0.0 0.4 0.000
H -1.480 -2.614 -2.308 -0.2 0.0 0.0 0.000
H -3.239 -2.745 -2.025 0.4 0.3 -0.2 -0.001
H -4.517 -0.184 -1.106 0.3 0.0 0.1 -0.001
H -3.263 0.946 -1.678 0.0 -0.1 -0.1 0.000
H -2.549 -1.366 -2.989 0.0 -0.3 0.4 0.000
H -3.665 0.904 0.016 0.0 -0.2 0.1 0.000
C -0.375 0.832 0.186 -2.3 5.6 1.7 -0.005
O -0.805 1.890 0.434 1.7 -4.6 -0.9 0.002
C -1.347 -4.975 -0.535 -0.4 0.2 -0.2 0.001
Si 0.364 -4.808 0.147 0.6 -0.9 0.4 0.000
C 0.541 -5.685 1.769 -0.2 -0.3 0.0 -0.002
C 1.573 -5.746 -0.896 -0.2 -0.3 -0.1 -0.001
N 0.835 -3.116 0.260 -0.4 2.2 -0.9 -0.027
C 2.150 -2.900 0.758 0.2 0.7 0.1 0.001
C 2.382 -2.841 2.160 0.2 -0.7 -0.5 -0.006
C 3.683 -3.045 2.624 -0.1 0.3 0.0 0.005
C 4.750 -3.123 1.717 0.0 -0.4 0.1 -0.007
C 4.531 -2.986 0.348 0.3 0.5 -0.2 0.006
C 3.241 -2.765 -0.146 -0.6 -0.9 0.7 -0.012
H -1.620 -6.039 -0.574 0.1 0.3 0.0 0.000
H -2.097 -4.465 0.075 0.0 -0.2 -0.1 -0.001
H -1.424 -4.591 -1.558 0.0 -0.2 0.1 0.000
H 0.085 -6.682 1.602 0.3 0.4 0.3 0.000
H 1.598 -5.828 2.044 -0.4 0.1 0.0 0.000
H 0.008 -5.197 2.576 -0.1 0.0 0.4 0.000
H 1.702 -5.316 -1.884 0.2 -0.1 -0.3 0.000
H 2.548 -5.854 -0.396 -0.3 0.0 -0.2 0.000
H 1.121 -6.754 -1.008 0.4 0.4 -0.1 0.000
H 1.501 -2.805 2.812 0.5 -0.2 -0.1 0.000
H 3.882 -3.172 3.694 -0.1 0.2 -0.4 0.000
H 5.755 -3.355 2.090 -0.5 0.2 -0.2 0.000
H 5.373 -3.090 -0.341 -0.3 0.2 0.2 0.000
H 3.018 -2.731 -1.226 0.3 -0.3 0.3 -0.001
```
Positions in Å, forces in eV/Å.

=====

2.
Entry from the OMol25 dataset: a single C11H9F3 molecule (the ωB97M-V functional and the def2-TZVPD basis).

## Properties
LUMO energy in eV: 0.2
Kohn-Sham gap in eV: 9.19
Energy relative to the best compared isomer or geometry (same formula, charge and spin) in kJ/mol: 230.9
SMILES: FC(F)(F)/C=C1\C[C@@H]1c1ccccc1

```
23
Properties=species:S:1:pos:R:3:forces:R:3:mulliken_charge:R:1
F 3.729 2.521 -1.512 1.1 -1.8 0.8 -0.256
C 3.901 1.254 -0.944 0.2 1.4 -0.1 1.043
F 3.828 1.428 0.403 1.0 0.2 -0.6 -0.235
F 5.081 0.653 -1.307 -0.2 1.7 0.7 -0.253
C 2.891 0.333 -1.358 -4.8 -2.6 1.1 -1.004
C 1.564 0.709 -1.498 0.6 0.7 -4.6 0.497
C 0.639 1.806 -2.156 0.4 -1.1 3.5 -0.774
C 0.171 0.369 -2.156 0.4 0.8 4.7 -0.275
C -0.596 -0.113 -0.820 1.5 0.4 -3.4 0.808
C -0.722 -1.477 -0.858 -2.0 -1.4 2.9 -0.581
C -1.336 -2.079 0.295 0.6 2.7 -0.5 -0.539
C -1.658 -1.257 1.405 -0.7 -1.4 -1.0 -0.365
C -1.473 0.109 1.391 0.5 0.0 0.6 -0.676
C -0.874 0.690 0.276 -0.4 0.5 0.0 -0.218
H 3.153 -0.753 -1.001 -0.6 2.0 -1.2 0.179
H 0.785 1.926 -3.154 1.5 1.3 -2.6 0.314
H 0.197 2.697 -1.649 0.3 -1.2 -0.2 0.202
H 0.005 -0.002 -3.184 0.1 -0.6 1.2 0.421
H -0.442 -2.038 -1.731 0.0 -0.2 -0.1 0.398
H -1.691 -3.064 0.333 0.1 -1.4 -0.1 0.409
H -2.227 -1.730 2.210 0.4 0.2 -0.1 0.319
H -1.761 0.639 2.315 0.3 0.1 -0.8 0.337
H -0.665 1.765 0.244 -0.2 -0.4 0.0 0.247
```
Positions in Å, forces in eV/Å.

=====

3.
Entry from the OMol25 dataset: 4 unconnected molecules or ions with the total composition C26H59N3O7 (the ωB97M-V functional and the def2-TZVPD basis).

## Properties
LUMO energy in eV: 0.4
Kohn-Sham gap in eV: 9.26
Energy relative to the best compared isomer or geometry (same formula, charge and spin) in kJ/mol: 748.8
SMILES: CCCN[C@H]1C(=O)NC[C@]1(CCC)CCCCN.COCCOC.COCCOC.COCCOC

```
95
Properties=species:S:1:pos:R:3:forces:R:3:mulliken_charge:R:1
C -5.929 -2.468 -0.601 -0.5 0.0 1.2 -1.176
C -4.298 -2.336 -0.508 0.1 -0.7 -0.1 0.257
C -3.560 -2.105 -1.985 -0.2 -1.9 0.0 -0.655
N -2.332 -1.228 -1.920 -1.7 0.2 -0.3 -0.087
C -2.644 0.242 -1.804 1.8 2.9 -1.8 -0.211
C -4.186 0.787 -1.836 -2.0 -0.1 -3.4 -0.126
O -4.889 1.010 -2.981 4.0 -1.5 7.7 -0.617
N -4.573 1.014 -0.391 1.2 -1.3 -2.0 -0.237
C -3.298 1.180 0.461 -0.1 1.8 1.4 -0.300
C -1.982 1.104 -0.534 -1.8 -0.5 -0.4 1.120
C -0.638 0.303 -0.044 0.5 -0.2 0.0 -0.763
C -0.907 -0.943 0.988 1.4 -0.7 0.1 0.152
C -0.069 -0.622 2.386 -0.6 -0.3 -0.5 -1.001
C -1.845 2.701 -0.988 -0.2 -0.1 -0.1 -0.925
C -1.086 3.633 0.147 0.9 0.8 -0.9 -0.358
C -2.034 4.796 0.807 -0.7 0.4 0.4 -0.156
C -2.545 4.487 2.338 -1.0 1.4 0.6 -0.578
N -1.476 3.913 3.255 -1.3 -1.3 -0.4 -0.535
H -6.314 -3.595 -0.543 1.0 2.5 -0.4 0.299
H -6.362 -1.950 0.381 0.7 -1.1 -2.1 0.288
H -6.423 -1.926 -1.513 1.1 -1.1 1.6 0.279
H -3.872 -3.355 -0.055 -0.9 2.3 -1.0 0.382
H -4.030 -1.507 0.275 -0.4 -1.5 -1.8 -0.248
H -3.173 -3.191 -2.294 -0.8 2.4 0.6 0.319
H -4.330 -1.809 -2.836 1.4 -0.3 1.9 0.318
H -1.750 -1.407 -2.777 -1.1 0.5 1.2 0.307
H -2.068 0.716 -2.736 -1.5 -0.7 1.8 0.398
H -5.272 0.319 -0.025 0.8 1.2 -0.8 0.325
H -3.255 0.603 1.491 -0.3 0.4 -2.4 0.190
H -3.455 2.298 0.842 0.8 -2.3 -0.7 -0.268
H -0.088 -0.167 -0.993 -1.4 1.2 1.9 -0.093
H 0.181 0.994 0.469 -2.0 -1.2 -1.1 0.423
H -2.032 -1.213 1.163 2.2 0.8 -0.3 0.149
H -0.405 -1.919 0.520 -1.2 2.1 0.9 0.002
H -0.666 0.236 2.961 1.6 -1.8 -1.0 0.181
H 1.016 -0.273 2.064 -2.3 -0.6 0.9 0.233
H 0.034 -1.601 3.056 -0.3 2.3 -1.3 0.339
H -2.929 3.184 -1.118 2.2 -1.4 0.2 0.313
H -1.352 2.759 -2.058 -0.7 0.0 2.3 0.315
H -0.526 2.997 0.969 -1.3 1.3 -1.7 0.306
H -0.222 4.206 -0.445 -1.8 -1.3 1.4 0.185
H -1.525 5.873 0.842 -0.7 -2.6 -0.1 -0.057
H -3.019 4.952 0.154 2.1 -0.5 1.3 0.267
H -2.831 5.547 2.806 0.5 -2.3 -1.1 0.337
H -3.548 3.853 2.383 2.0 1.2 -0.4 0.348
H -1.468 2.873 3.034 0.2 1.7 0.6 0.100
H -1.764 3.987 4.273 0.2 -0.1 -1.8 0.278
C 2.751 -1.589 -1.704 -0.1 0.1 0.2 -0.900
O 2.510 -1.977 -0.355 0.2 -0.2 -0.3 -0.188
C 2.692 -3.381 -0.156 0.2 0.3 0.5 -0.284
C 4.030 -3.675 0.531 -0.1 -0.1 -0.6 -0.774
O 5.132 -3.372 -0.331 -0.2 0.3 0.3 -0.347
C 5.759 -2.140 0.010 0.0 -0.2 -0.2 -0.732
H 2.779 -0.497 -1.746 -0.1 -0.1 0.1 0.242
H 3.706 -1.975 -2.072 -0.1 0.0 0.0 0.450
H 1.936 -1.943 -2.342 0.0 0.0 -0.1 0.271
H 2.610 -3.928 -1.104 0.1 0.1 0.1 0.264
H 1.882 -3.717 0.499 0.0 0.0 0.0 0.364
H 4.085 -4.744 0.752 -0.1 0.0 0.0 0.441
H 4.112 -3.130 1.480 -0.1 0.0 -0.2 0.356
H 6.324 -2.258 0.939 0.0 0.1 0.1 0.330
H 5.032 -1.331 0.118 0.0 0.0 0.0 0.282
H 6.455 -1.877 -0.792 -0.1 -0.2 0.1 0.236
C 3.190 -9.918 -1.637 0.0 -0.1 -0.2 -0.667
O 2.420 -9.697 -2.814 -0.1 0.3 0.4 -0.377
C 1.216 -8.974 -2.545 0.3 0.1 -0.6 -0.511
C 1.345 -7.506 -2.964 0.0 -0.1 0.6 -0.613
O 2.278 -6.811 -2.131 0.1 -0.2 -0.4 -0.228
C 3.535 -6.619 -2.772 0.0 0.1 0.2 -0.848
H 4.169 -10.302 -1.935 -0.2 0.0 -0.1 0.243
H 3.337 -8.994 -1.070 -0.1 0.0 0.0 0.257
H 2.698 -10.666 -1.008 0.0 0.0 0.1 0.325
H 0.934 -9.057 -1.487 0.1 0.1 -0.1 0.324
H 0.425 -9.440 -3.142 0.0 0.0 0.0 0.364
H 0.376 -7.016 -2.832 0.0 0.0 0.0 0.367
H 1.624 -7.423 -4.022 0.0 -0.1 0.1 0.375
H 3.438 -5.861 -3.554 0.1 0.0 -0.1 0.300
H 3.916 -7.549 -3.202 -0.1 0.0 0.0 0.465
H 4.250 -6.263 -2.026 -0.2 0.0 0.0 0.216
C -0.199 7.285 3.104 0.2 -0.2 0.0 -0.830
O 0.421 7.393 1.827 -0.2 0.4 0.2 -0.335
C 0.302 8.707 1.276 0.5 -0.3 -0.1 -0.491
C 1.613 9.488 1.417 -0.5 0.2 0.4 -0.584
O 1.892 9.787 2.789 0.1 -0.4 -0.3 -0.372
C 2.889 8.929 3.335 -0.1 0.2 0.1 -0.684
H 0.087 6.326 3.544 -0.1 0.1 -0.2 0.267
H 0.119 8.086 3.777 0.0 0.0 -0.1 0.418
H -1.287 7.307 2.989 -0.1 0.1 0.1 0.302
H -0.532 9.253 1.737 0.2 0.0 0.0 0.353
H 0.080 8.587 0.211 0.0 0.1 0.0 0.365
H 1.509 10.446 0.900 0.0 0.0 0.0 0.385
H 2.446 8.944 0.956 -0.1 0.0 0.1 0.328
H 3.867 9.190 2.922 0.1 -0.1 0.0 0.331
H 2.671 7.876 3.134 0.0 0.0 0.0 0.284
H 2.914 9.078 4.418 -0.1 0.1 -0.2 0.240
```
Positions in Å, forces in eV/Å.

=====

| no. | maximum force (eV/Å) | DFT total energy (hartree) |
| --- | --- | --- |
| 1 | 6.32 | -2934.30054 |
| 2 | 5.63 | -724.02600 |
| 3 | 8.81 | -1716.56224 |